# 1
Density functional theory data (ωB97M-V/def2-TZVPD) for C13H9FGaN5O7S6 as an isolated structure.

**Charge**: -2
**LUMO level**: 4.0 eV
**Electronic energy**: -5715.33810 Eh
**2S+1**: 1

Positions of all 42 atoms, in Å:
Ga (1.282, -0.506, 0.324)
S (0.484, 0.038, 2.585)
C (-0.577, -1.292, 2.312)
S (-0.419, -2.028, 0.760)
C (-1.472, -1.746, 3.264)
C (-2.312, -2.868, 3.039)
N (-3.010, -3.773, 2.885)
C (-1.603, -1.107, 4.526)
N (-1.725, -0.615, 5.562)
S (-1.838, 2.261, -0.020)
C (-0.579, 3.180, 0.483)
N (0.130, 2.976, 1.596)
C (1.284, 3.805, 1.861)
C (1.629, 4.502, 0.545)
S (0.066, 4.587, -0.379)
H (-0.038, 2.102, 2.093)
H (2.113, 3.175, 2.188)
H (1.055, 4.535, 2.646)
H (2.343, 3.910, -0.025)
H (2.026, 5.502, 0.706)
F (3.269, -4.652, -6.036)
C (2.954, -4.244, -4.790)
C (2.821, -2.940, -4.504)
N (2.516, -2.494, -3.255)
C (2.405, -1.069, -2.950)
C (0.938, -0.680, -2.692)
O (0.167, -0.727, -3.636)
O (0.631, -0.318, -1.499)
C (2.244, -3.369, -2.229)
O (1.861, -3.021, -1.140)
N (2.420, -4.710, -2.555)
C (2.772, -5.264, -3.773)
O (2.893, -6.464, -3.928)
H (2.955, -2.184, -5.264)
H (2.739, -0.534, -3.839)
H (3.063, -0.844, -2.117)
H (2.238, -5.352, -1.796)
O (5.056, 0.085, 1.513)
S (4.069, -0.328, 0.550)
O (4.607, -0.932, -0.654)
O (2.988, -1.208, 1.158)
S (2.829, 1.261, 0.011)

Atomic forces in eV per Å
0.027 0.003 0.390
0.079 -0.079 -0.041
-0.054 -0.056 -0.188
-0.007 -0.161 0.231
0.045 0.087 -0.001
-0.071 -0.060 -0.058
-0.033 -0.072 0.005
0.027 0.033 0.115
-0.026 0.028 0.042
-0.256 0.084 -0.167
0.139 0.019 0.168
-0.058 0.086 -0.228
0.017 0.082 0.089
0.042 0.031 0.010
-0.009 -0.012 -0.029
0.005 0.065 0.066
0.006 0.023 -0.005
-0.009 -0.012 -0.027
-0.019 0.042 0.022
-0.012 -0.001 -0.001
-0.003 0.010 0.008
-0.004 0.035 0.091
0.042 -0.162 -0.122
0.021 -0.003 0.004
-0.049 0.143 -0.048
0.083 0.047 0.319
-0.036 -0.063 -0.206
-0.126 0.015 -0.043
-0.078 -0.165 -0.165
0.101 0.012 0.153
0.003 0.012 0.169
0.005 0.050 -0.153
0.003 -0.046 -0.006
0.001 0.008 -0.003
-0.004 0.042 0.089
0.027 0.027 0.044
0.006 0.025 -0.050
-0.007 -0.012 0.192
-0.294 0.131 -0.052
0.091 0.001 -0.039
0.082 -0.191 -0.499
0.305 -0.046 -0.073

Here are the Löwdin charges for atoms 1 to 8, given in e: -0.114 0.694 -1.039 0.749 -0.391 -0.276 0.118 -0.277

***

# 2
Density functional theory data (ωB97M-V/def2-TZVPD) for C34H33ClGeInN4O4S as an isolated structure.

**Charge**: +2
**LUMO level (alpha / beta)**: -6.1 / -9.1 eV
**Electronic energy**: -4960.37003 Eh
**2S+1**: 2

Positions of all 79 atoms, in Å:
In (0.585, -0.103, 0.167)
O (1.189, 5.655, -0.840)
C (0.395, 5.448, 0.197)
O (-0.239, 6.325, 0.708)
C (0.315, 4.046, 0.754)
C (-0.318, 3.737, 1.958)
Cl (-1.176, 4.765, 2.976)
N (-0.218, 2.404, 2.181)
N (0.438, 1.835, 1.149)
C (0.770, 2.807, 0.293)
C (1.539, 2.397, -0.940)
O (2.048, 3.214, -1.673)
O (1.633, 1.106, -1.118)
C (-0.577, 1.605, 3.327)
C (-0.940, 0.274, 3.154)
C (-1.278, -0.510, 4.243)
C (-1.257, 0.031, 5.520)
C (-0.867, 1.349, 5.693)
C (-0.518, 2.139, 4.606)
H (1.603, 4.831, -1.182)
H (-1.000, -0.179, 2.172)
H (-1.562, -1.543, 4.087)
H (-1.539, -0.571, 6.373)
H (-0.816, 1.776, 6.685)
H (-0.168, 3.144, 4.776)
C (5.859, 0.094, 1.297)
C (4.854, 0.609, 0.283)
N (4.358, -0.456, -0.607)
C (3.377, -1.288, -0.359)
S (2.509, -1.226, 1.181)
N (3.005, -2.197, -1.257)
C (3.635, -2.382, -2.572)
C (3.144, -1.359, -3.586)
H (6.235, 0.926, 1.890)
H (6.708, -0.382, 0.807)
H (5.400, -0.626, 1.976)
H (5.297, 1.360, -0.368)
H (3.990, 1.059, 0.769)
H (4.853, -0.570, -1.481)
H (2.395, -2.918, -0.908)
H (3.385, -3.391, -2.893)
H (4.721, -2.358, -2.455)
H (2.076, -1.486, -3.763)
H (3.667, -1.496, -4.532)
H (3.308, -0.333, -3.252)
C (-2.471, -4.309, 2.346)
C (-1.352, -4.324, 1.519)
C (-1.180, -3.319, 0.585)
C (-2.124, -2.288, 0.473)
C (-3.239, -2.274, 1.322)
C (-3.412, -3.291, 2.248)
Ge (-1.941, -0.938, -0.856)
C (-2.976, 0.640, -0.710)
C (-3.232, 1.245, 0.529)
C (-4.080, 2.335, 0.604)
C (-4.688, 2.820, -0.549)
C (-4.443, 2.229, -1.781)
C (-3.581, 1.147, -1.869)
C (-1.266, -1.404, -2.569)
C (-0.848, -0.398, -3.452)
C (-0.516, -0.718, -4.757)
C (-0.594, -2.039, -5.185)
C (-0.984, -3.048, -4.310)
C (-1.315, -2.737, -3.001)
H (-2.612, -5.101, 3.070)
H (-0.628, -5.123, 1.604)
H (-0.317, -3.338, -0.073)
H (-3.975, -1.484, 1.248)
H (-4.284, -3.296, 2.888)
H (-2.778, 0.864, 1.436)
H (-4.277, 2.803, 1.560)
H (-5.363, 3.663, -0.485)
H (-4.923, 2.610, -2.672)
H (-3.388, 0.696, -2.835)
H (-0.787, 0.634, -3.124)
H (-0.205, 0.058, -5.443)
H (-0.355, -2.285, -6.211)
H (-1.046, -4.071, -4.655)
H (-1.638, -3.523, -2.328)

Atomic forces in eV per Å
0.122 -0.272 0.210
0.015 -0.221 -0.028
0.064 0.023 -0.052
-0.032 -0.030 0.016
0.084 -0.018 -0.006
-0.183 -0.029 0.019
-0.016 -0.045 0.056
0.010 -0.126 0.002
0.013 0.362 0.116
-0.075 0.100 -0.034
0.064 -0.190 -0.063
-0.075 0.182 0.114
-0.024 0.268 -0.343
-0.014 0.017 0.065
-0.024 0.049 -0.151
0.027 -0.026 0.085
-0.022 0.005 -0.054
0.004 0.027 0.017
0.167 -0.018 0.029
-0.012 0.050 0.007
-0.098 0.025 -0.036
-0.009 0.009 -0.012
0.031 -0.006 0.005
-0.009 -0.002 0.000
-0.031 0.055 -0.032
0.006 0.006 0.006
-0.046 -0.014 -0.024
0.095 0.003 0.071
-0.047 0.077 -0.044
-0.005 -0.293 -0.055
0.102 -0.026 0.145
-0.071 0.057 -0.030
0.031 0.001 -0.026
0.002 -0.005 0.001
-0.002 0.010 -0.005
-0.001 -0.003 -0.008
-0.007 0.007 -0.004
0.000 0.016 0.014
-0.001 -0.007 -0.003
-0.052 0.000 -0.032
0.024 -0.011 0.004
0.005 -0.023 0.002
-0.010 0.011 0.010
-0.003 -0.006 0.008
-0.015 -0.006 0.008
-0.001 -0.020 0.018
-0.005 0.011 0.015
-0.035 0.031 -0.037
-0.108 -0.150 0.149
0.073 0.014 0.013
0.003 0.011 0.004
0.119 -0.043 0.103
-0.140 0.175 -0.054
-0.005 0.019 -0.039
0.029 0.000 0.009
-0.022 0.028 0.001
0.024 -0.007 -0.004
0.079 0.080 0.056
0.032 -0.094 -0.204
0.010 -0.028 0.019
0.008 0.000 0.011
0.008 -0.006 -0.026
0.005 -0.003 0.030
0.081 0.050 -0.018
0.000 0.001 0.001
0.000 0.004 -0.009
0.011 -0.013 0.010
-0.020 -0.013 -0.013
0.002 0.003 -0.001
-0.052 -0.018 -0.008
-0.009 -0.002 -0.001
0.014 0.010 0.000
0.000 -0.002 0.003
-0.035 -0.027 0.006
-0.022 0.003 -0.007
-0.004 0.000 0.002
0.013 -0.004 0.005
-0.005 0.005 0.000
-0.032 0.003 -0.007

Here are the Löwdin charges for atoms 1 to 8, given in e: 0.691 0.161 -0.486 0.114 -0.011 -0.545 0.912 -0.020